# C5H13NO2

2 unconnected molecules or ions with the total composition C5H13NO2 at a distorted geometry (ωB97M-V with the def2-TZVPD basis set, the OMol25 dataset).

Its expectation value of S² is 0.753. As for the total energy: -10977.682 eV. The total charge is -1. The value obtained for the HOMO energy (alpha / beta) is 0.504 / -3.381 eV. As for the molar mass: 119.2 g mol⁻¹. Its spin multiplicity is 2.

Geometry (Å):
C -1.522 -2.436 0.869
C -0.355 -1.793 0.116
N -0.372 -0.371 0.336
C -1.372 0.489 -0.258
C 1.037 0.157 -0.005
C 1.211 1.250 1.028
O 1.977 2.138 0.678
H -1.577 -3.427 0.333
H -1.385 -2.323 1.971
H -2.468 -1.982 0.545
H 0.616 -2.117 0.539
H -0.391 -2.094 -0.969
H -2.384 0.509 0.032
H -1.061 1.469 0.001
H -1.360 0.405 -1.401
H 1.179 0.513 -1.059
H 1.897 -0.529 0.272
H 0.885 1.328 2.040
H 2.033 2.605 -0.970
H 1.356 3.262 -2.220
O 2.058 2.945 -1.878